{
  "formula": "C22H64Br2O18",
  "method": "the ωB97M-V functional and the def2-TZVPD basis",
  "symbols": ["C", "C", "Br", "C", "Br", "C", "C", "C", "O", "O", "C", "O", "H", "H", "H", "H", "C", "O", "H", "H", "H", "H", "C", "O", "H", "H", "H", "H", "C", "O", "H", "H", "H", "H", "C", "O", "H", "H", "H", "H", "C", "O", "H", "H", "H", "H", "C", "O", "H", "H", "H", "H", "C", "O", "H", "H", "H", "H", "C", "O", "H", "H", "H", "H", "C", "O", "H", "H", "H", "H", "C", "O", "H", "H", "H", "H", "C", "O", "H", "H", "H", "H", "C", "O", "H", "H", "H", "H", "C", "O", "H", "H", "H", "H", "C", "O", "H", "H", "H", "H", "C", "O", "H", "H", "H", "H"],
  "positions_angstrom": [[0.407, 3.404, 0.447], [-1.178, 3.742, 0.863], [-1.386, 5.340, 2.110], [-2.352, 2.953, 0.352], [-2.104, 1.362, -0.902], [-3.909, 3.294, 0.749], [-4.550, 3.737, 2.016], [-6.178, 3.890, 1.886], [-6.899, 4.354, 2.910], [-6.539, 3.470, 0.523], [-5.267, 3.199, -0.212], [-5.391, 2.895, -1.505], [0.903, 4.465, 0.222], [0.996, 2.998, 1.401], [0.486, 2.682, -0.471], [-3.936, 3.955, 3.007], [-3.524, -2.418, -1.543], [-2.862, -1.566, -2.460], [-2.789, -2.836, -0.852], [-4.265, -1.844, -0.981], [-4.013, -3.230, -2.087], [-3.540, -1.210, -3.060], [-1.992, -5.869, 0.717], [-1.316, -4.733, 0.209], [-3.051, -5.629, 0.835], [-1.885, -6.701, 0.016], [-1.571, -6.141, 1.688], [-0.379, -4.976, 0.115], [-5.271, 5.493, -3.851], [-5.120, 6.362, -2.744], [-4.874, 5.983, -4.744], [-4.717, 4.569, -3.669], [-6.331, 5.272, -4.001], [-5.481, 5.900, -1.968], [3.617, 4.034, 2.612], [3.375, 2.665, 2.346], [2.716, 4.606, 2.378], [3.864, 4.163, 3.668], [4.442, 4.387, 1.988], [4.192, 2.183, 2.562], [-3.819, -3.059, 1.989], [-4.496, -4.271, 1.713], [-2.848, -3.073, 1.490], [-4.407, -2.218, 1.615], [-3.670, -2.962, 3.068], [-5.354, -4.230, 2.169], [3.000, 5.716, -1.724], [2.795, 5.312, -0.383], [2.030, 5.906, -2.190], [3.596, 6.632, -1.742], [3.515, 4.922, -2.270], [3.672, 5.151, 0.004], [0.883, -6.818, 2.936], [0.936, -7.181, 1.569], [0.156, -7.455, 3.445], [1.867, -6.958, 3.390], [0.575, -5.773, 3.026], [1.589, -6.599, 1.144], [2.829, -8.649, -1.101], [2.980, -7.780, 0.006], [3.226, -8.159, -1.994], [3.383, -9.573, -0.919], [1.769, -8.870, -1.251], [2.619, -8.242, 0.783], [-0.339, 7.620, -2.105], [-0.393, 6.206, -2.141], [0.672, 7.931, -1.831], [-0.587, 8.021, -3.091], [-1.046, 7.994, -1.360], [-1.301, 5.961, -2.386], [0.861, -6.188, -3.262], [0.807, -7.602, -3.298], [1.872, -5.878, -2.988], [0.613, -5.788, -4.248], [0.154, -5.815, -2.517], [-0.101, -7.848, -3.543], [5.216, 3.048, -4.800], [4.238, 3.321, -3.814], [6.013, 3.792, -4.726], [5.634, 2.052, -4.635], [4.761, 3.103, -5.792], [3.545, 2.645, -3.905], [6.583, 3.975, 5.193], [6.636, 3.613, 3.826], [5.856, 3.338, 5.702], [7.567, 3.835, 5.647], [6.275, 5.020, 5.282], [7.289, 4.194, 3.401], [-5.824, -4.176, 5.571], [-5.486, -4.753, 4.324], [-6.889, -3.932, 5.573], [-5.615, -4.890, 6.372], [-5.243, -3.264, 5.721], [-4.536, -4.960, 4.352], [3.392, 7.901, 3.474], [2.738, 6.916, 4.253], [4.469, 7.719, 3.502], [3.041, 7.841, 2.441], [3.181, 8.891, 3.885], [1.785, 7.103, 4.210], [2.529, -8.923, -6.628], [2.680, -8.054, -5.520], [2.926, -8.433, -7.520], [3.083, -9.847, -6.445], [1.469, -9.144, -6.777], [2.319, -8.516, -4.744]],
  "forces_ev_per_a": [[-0.51, 1.43, 0.99], [-1.82, -3.05, -2.12], [0.09, -2.02, -1.57], [1.14, 2.86, 1.86], [-0.39, 2.01, 1.66], [-3.04, 1.02, 2.64], [1.72, -1.07, -2.88], [-0.13, 1.78, 4.20], [4.00, -3.33, -7.52], [3.01, 0.78, 2.13], [-0.31, -1.83, -5.89], [0.96, 2.16, 8.68], [-1.13, -2.48, 0.24], [-1.47, 0.63, -2.10], [-0.37, 1.46, 1.95], [-1.81, -0.46, -2.31], [-0.14, -0.04, 0.06], [-0.04, 0.49, -0.54], [-0.06, 0.07, -0.22], [-0.09, -0.18, 0.14], [-0.07, -0.12, 0.23], [0.47, -0.15, 0.31], [-0.14, -0.28, 0.02], [0.64, 0.32, -0.20], [0.31, 0.06, -0.07], [-0.04, -0.18, 0.17], [-0.15, -0.22, -0.02], [-0.52, 0.17, 0.04], [-0.06, -0.22, 0.08], [-0.02, 0.09, 0.61], [-0.05, 0.04, 0.20], [-0.11, -0.10, -0.23], [0.06, -0.15, -0.21], [0.20, 0.28, -0.44], [0.00, -0.04, 0.18], [0.23, -0.51, -0.05], [0.09, -0.16, 0.02], [0.03, 0.31, -0.13], [0.08, 0.24, 0.12], [-0.46, 0.24, -0.11], [-0.13, -0.02, 0.00], [-0.48, -0.08, -0.05], [-0.16, -0.10, 0.06], [0.18, 0.20, 0.10], [0.10, 0.25, 0.05], [0.45, -0.17, -0.07], [0.21, -0.07, -0.30], [0.39, 0.00, 0.66], [0.10, -0.10, 0.19], [0.01, 0.08, -0.22], [-0.04, 0.22, -0.18], [-0.59, 0.00, -0.13], [0.04, 0.13, 0.00], [0.07, 0.23, -0.15], [0.10, 0.06, -0.15], [-0.08, 0.08, 0.25], [-0.01, 0.00, 0.28], [-0.27, -0.42, -0.05], [-0.13, -0.20, 0.06], [0.28, 0.05, 0.45], [-0.08, -0.02, 0.19], [0.01, -0.08, -0.20], [0.12, -0.08, -0.22], [0.08, 0.27, -0.43], [-0.24, 0.00, -0.04], [-0.34, -0.43, -0.09], [-0.12, -0.15, -0.03], [0.05, 0.26, 0.08], [0.08, 0.25, -0.04], [0.51, 0.04, 0.16], [-0.15, 0.19, -0.09], [-0.49, -0.63, -0.07], [-0.13, -0.16, -0.06], [0.09, 0.22, 0.10], [0.05, 0.22, -0.02], [0.55, 0.08, 0.15], [-0.10, -0.17, -0.07], [-0.45, -0.24, 0.15], [-0.18, -0.08, 0.06], [0.19, 0.03, -0.20], [0.24, -0.03, -0.12], [0.34, 0.44, 0.15], [0.13, 0.17, 0.02], [0.29, 0.09, -0.55], [0.10, 0.07, -0.17], [-0.10, 0.05, 0.24], [-0.03, -0.02, 0.27], [-0.41, -0.41, 0.17], [0.13, -0.01, 0.10], [0.36, -0.16, -0.18], [0.18, -0.08, -0.08], [-0.11, 0.16, 0.17], [-0.12, 0.07, 0.23], [-0.54, 0.04, -0.23], [-0.23, 0.07, -0.06], [-0.49, -0.14, 0.18], [-0.18, -0.05, 0.06], [0.18, 0.18, -0.10], [0.18, 0.13, -0.17], [0.55, -0.21, 0.07], [0.00, 0.01, 0.26], [0.04, -0.11, 0.29], [-0.05, -0.02, 0.18], [-0.05, -0.13, -0.27], [0.01, -0.16, -0.24], [0.04, 0.54, -0.25]],
  "homo_energy_ev": -9.131,
  "gap_ev": 7.471
}

{
  "formula": "C5H5Cl3F3N4",
  "method": "the ωB97M-V functional and the def2-TZVPD basis",
  "symbols": ["C", "C", "C", "C", "C", "N", "N", "N", "N", "F", "F", "F", "Cl", "Cl", "Cl", "H", "H", "H", "H", "H"],
  "positions_angstrom": [[0.167, -1.860, 0.360], [1.582, -0.021, -0.097], [-0.694, 0.357, 0.007], [-1.365, 0.691, -1.318], [-1.332, 1.113, 1.160], [0.622, 0.786, -0.209], [1.381, -1.384, 0.265], [-0.875, -1.060, 0.254], [2.805, 0.284, -0.523], [-1.597, 1.920, -1.518], [-0.543, 0.349, -2.348], [-2.530, 0.112, -1.446], [-0.639, 0.414, 2.640], [-0.950, 2.834, 1.150], [-3.171, 0.912, 1.139], [0.076, -3.030, 0.645], [2.116, -2.056, 0.699], [-1.785, -1.243, 0.130], [3.190, 1.253, -0.680], [3.542, -0.370, -0.309]],
  "forces_ev_per_a": [[-1.86, -2.36, 1.04], [-0.10, 0.68, -0.71], [0.50, 0.72, -0.57], [0.49, -0.56, -1.92], [-1.20, 1.02, 1.31], [0.49, 0.06, 0.78], [1.94, -2.08, 1.44], [4.75, 0.46, -0.34], [2.44, 0.66, 0.22], [-0.13, 3.58, 0.38], [-0.30, -1.16, 0.39], [-1.06, -2.07, -0.42], [-0.25, 0.08, 0.25], [-0.17, -0.34, -0.04], [1.41, 0.00, 0.41], [-0.17, 3.06, -0.87], [-1.25, 2.00, -1.40], [-4.15, -2.31, -0.14], [-1.42, -1.42, 0.30], [0.03, 0.00, -0.12]],
  "smiles": "NC1=N[C@](C(F)(F)F)(C(Cl)(Cl)Cl)[NH+]=CN1",
  "homo_energy_ev": -14.018,
  "charge": 1,
  "gap_ev": 9.477
}

{
  "formula": "C3H9N3O",
  "method": "the ωB97M-V functional and the def2-TZVPD basis",
  "symbols": ["C", "N", "C", "N", "O", "C", "N", "H", "H", "H", "H", "H", "H", "H", "H", "H"],
  "positions_angstrom": [[-0.534, -0.737, 1.088], [-0.797, 0.673, 0.946], [0.054, 1.322, -0.127], [1.458, 1.631, 0.528], [0.196, 0.690, -1.279], [0.099, -1.697, 0.075], [-0.846, -1.843, -1.018], [-1.250, -1.242, 1.765], [0.270, -0.007, 1.487], [-0.318, 2.312, -0.261], [2.039, 1.701, -0.291], [1.451, 2.494, 1.051], [1.040, -1.281, -0.269], [0.231, -2.607, 0.558], [-0.625, -2.545, -1.685], [-0.824, -0.895, -1.532]],
  "forces_ev_per_a": [[-3.13, 1.22, -1.80], [1.79, -3.27, 0.03], [2.29, 0.06, -2.20], [-1.63, -1.57, 0.49], [-0.48, 0.27, 1.70], [0.13, 1.83, -1.37], [-1.02, 2.69, -0.20], [0.67, 0.70, 0.06], [1.29, 0.94, 1.39], [-1.40, 0.99, 0.27], [0.16, 0.17, -0.22], [0.04, 0.24, -0.05], [0.32, -0.05, 0.16], [0.34, -1.70, 0.99], [0.51, -0.80, -0.20], [0.10, -1.70, 0.95]],
  "homo_energy_ev": -8.375,
  "gap_ev": 6.279
}

{
  "formula": "C4H6ClFeO3",
  "method": "the ωB97M-V functional and the def2-TZVPD basis",
  "symbols": ["Fe", "Cl", "C", "C", "C", "O", "C", "O", "O", "H", "H", "H", "H", "H", "H"],
  "positions_angstrom": [[-0.495, -4.461, 3.223], [-0.824, -2.146, 3.040], [-0.179, 1.986, 0.176], [0.339, 0.553, 0.083], [-0.647, -0.457, -0.447], [0.054, -1.097, -1.497], [1.215, -0.447, -1.779], [1.959, -0.704, -2.666], [1.335, 0.583, -0.935], [-1.156, 2.044, 0.667], [-0.597, 2.236, -0.808], [0.554, 2.738, 0.443], [0.837, 0.288, 1.019], [-1.517, 0.055, -0.859], [-0.879, -1.173, 0.340]],
  "forces_ev_per_a": [[-0.42, 3.09, -0.27], [0.45, -3.13, 0.28], [-1.65, -0.50, -1.11], [0.57, 1.86, 0.17], [0.11, 0.17, 0.22], [-0.01, -0.86, -0.27], [-0.35, 0.33, -0.24], [-0.15, -0.24, 0.23], [0.94, 0.09, 0.10], [0.54, 0.02, 1.12], [0.77, 0.06, -0.37], [-0.07, -0.12, 0.36], [-0.11, -0.34, -0.04], [-0.20, -0.30, 0.12], [-0.42, -0.13, -0.30]],
  "homo_energy_ev": [-13.070, -13.069],
  "charge": 1,
  "gap_ev": [4.616, 4.403],
  "spin_multiplicity": 5
}